1.
Formula: C5H11NO
Source: OMol25
Level of theory: ωB97M-V with the def2-TZVPD basis set

**SMILES**: C=C(C)C.CN=O
**Relative energy (zero: lowest compared OMol25 entry of this formula, charge and spin)**: 93.6 kcal per mole
**Lowest unoccupied orbital energy**: 0.16 eV
**HOMO**: -9.1 eV
**Frontier orbital gap**: 9.27 eV

Geometry as ORCA input:
```
! RIJCOSX wB97M-V def2-TZVPD def2/J DEFGRID3
* xyz 0 1
O 0.4591 -0.8958 3.2661
N 0.5651 0.2786 3.5198
C 0.1410 -0.5738 -1.7298
C -0.1892 -1.8555 -1.8883
C -0.8749 0.5184 -1.8905
C -0.6702 1.0677 3.7781
C 1.5692 -0.1184 -1.6758
H 1.7341 0.4447 -0.7569
H -0.9969 1.0467 -0.9453
H -0.4885 2.0432 3.3246
H -1.6047 0.5842 3.4834
H -1.1756 -2.1565 -2.2006
H 1.8067 0.5402 -2.5118
H -0.5826 1.2393 -2.6539
H 2.2556 -0.9604 -1.7131
H -0.6741 1.2860 4.8472
H -1.8360 0.1251 -2.2143
H 0.5618 -2.6137 -2.0388
*
```


2.
Formula: C7H10
Source: OMol25
Level of theory: ωB97M-V with the def2-TZVPD basis set

**Relative energy (zero: lowest compared OMol25 entry of this formula, charge and spin)**: 74.3 kcal per mole
**Lowest unoccupied orbital energy (alpha / beta)**: 1.02 / -2.42 eV
**<S²>**: 2.006
**HOMO (alpha / beta)**: -4.3 / -8.5 eV
**Frontier orbital gap (alpha / beta)**: 5.30 / 6.06 eV

Geometry as ORCA input:
```
! RIJCOSX wB97M-V def2-TZVPD def2/J DEFGRID3
* xyz 0 3
C 0.7820 1.5846 0.2081
C 0.0899 -0.7801 -0.8178
C -1.1302 -0.0231 -0.5035
C 0.0749 0.7513 -0.8355
C 0.8306 -1.5726 0.2335
C -2.5934 -0.0279 -0.4139
C -2.2560 0.0011 0.8504
H 1.7983 1.8265 -0.1086
H -2.3435 0.0306 1.9002
H 0.0988 1.2110 -1.8229
H 0.1270 -1.2564 -1.7976
H 0.6516 -1.1688 1.2267
H 0.2407 2.5197 0.3591
H -3.4433 -0.0479 -1.0697
H 0.4855 -2.6059 0.2195
H 0.8331 1.0642 1.1619
H 1.9043 -1.5673 0.0388
*
```


3.
Formula: C31H34IrN6O4S2
Source: OMol25
Level of theory: ωB97M-V with the def2-TZVPD basis set

**Relative energy (zero: lowest compared OMol25 entry of this formula, charge and spin)**: 15.0 kcal per mole
**Lowest unoccupied orbital energy (alpha / beta)**: 4.51 / 4.51 eV
**<S²>**: 0.761
**HOMO (alpha / beta)**: -1.0 / -0.7 eV
**Frontier orbital gap (alpha / beta)**: 5.55 / 5.21 eV

Geometry as ORCA input:
```
! RIJCOSX wB97M-V def2-TZVPD def2/J DEFGRID3
* xyz -2 2
Ir 1.0933 0.2260 -0.4024
S -1.0269 3.0297 -0.0084
S 5.1181 0.1102 -1.1654
O 2.3811 0.9313 0.9585
O -0.7736 3.4502 1.3462
O 0.0338 -0.4343 -2.0651
O -1.4055 4.0715 -0.9448
N 5.4657 -1.2315 1.0847
N 2.3261 -1.4166 -0.5659
N 0.1652 2.1564 -0.6135
N 0.0183 -0.7493 0.9464
N 3.4471 -1.6201 0.2169
N 1.8688 1.5057 -1.8246
C -2.9943 1.5881 1.2455
C 0.5940 -4.0024 -2.4902
C -1.0004 -0.6754 3.1003
C 2.7718 1.5375 -2.7967
C -1.0712 -3.2396 -4.0196
C 2.9435 3.3119 1.0235
C -0.0181 0.3829 3.4953
C -3.7529 0.2956 -1.0870
C 2.0301 3.7181 -3.4098
C 1.8685 -2.5181 -1.0539
C -1.9046 -2.6947 -0.0184
C 2.8923 2.6432 -3.6164
C 4.5376 -0.9337 0.0635
C -1.9124 -2.1563 1.3765
C 2.3973 2.0759 1.7463
C -2.8405 -2.5929 2.3022
C -0.3253 -4.2926 -3.4776
C 3.3105 1.7653 2.9350
C -2.3464 1.8559 0.0514
C -1.9629 -1.1385 3.9705
C -2.9003 -2.1063 3.6056
C -0.9142 -1.9548 -3.5551
C -5.5567 -0.9741 0.1317
C -0.0109 -1.6448 -2.5060
C 0.7946 -2.7039 -2.0090
C -4.4308 0.0235 0.0982
C 1.0619 3.6748 -2.4280
C -4.0346 0.6724 1.2625
C 1.0042 2.5200 -1.6368
C -2.7080 1.2017 -1.1165
C -0.9288 -1.1750 1.7493
H -3.5537 -3.3508 1.9841
H -5.6141 -1.5308 -0.8042
H -6.5171 -0.4760 0.2915
H 3.0194 0.8180 3.3884
H -2.1610 1.3925 -2.0309
H -0.3107 1.3612 3.0986
H 2.4481 -3.4029 -0.7984
H 3.4054 0.6682 -2.8860
H 2.2500 3.6839 0.2722
H 3.1147 4.1209 1.7415
H -5.4053 -1.6825 0.9459
H 0.0615 0.4633 4.5826
H 3.2587 2.5570 3.6900
H 4.9941 -1.5596 1.9171
H 3.6515 2.6656 -4.3854
H 4.3432 1.6739 2.5853
H 1.3980 2.3238 2.1266
H -2.6719 2.0936 2.1455
H -2.7897 -3.3078 -0.2077
H -3.6499 -2.4597 4.3037
H 6.0737 -0.4448 1.2517
H -1.0182 -3.3039 -0.2057
H -1.5036 -1.1364 -3.9520
H 3.8890 3.0544 0.5372
H -0.4615 -5.3084 -3.8264
H -4.0298 -0.2317 -1.9933
H -1.8761 -1.8839 -0.7492
H 1.1914 -4.8004 -2.0600
H 2.1184 4.6047 -4.0282
H -1.9795 -0.7297 4.9787
H 0.3580 4.4730 -2.2639
H 0.9639 0.1674 3.0708
H -1.7793 -3.4357 -4.8183
H -4.5219 0.4307 2.2000
*
```


4.
Formula: C2H6N3OS
Source: OMol25
Level of theory: ωB97M-V with the def2-TZVPD basis set

**Relative energy (zero: lowest compared OMol25 entry of this formula, charge and spin)**: 94.7 kcal per mole
**Lowest unoccupied orbital energy**: -4.15 eV
**HOMO**: -13.4 eV
**Frontier orbital gap**: 9.29 eV

Geometry as ORCA input:
```
! RIJCOSX wB97M-V def2-TZVPD def2/J DEFGRID3
* xyz 1 1
S 2.6476 -0.8111 0.8203
O -2.1069 -1.6669 -0.1915
N -0.8259 -1.2118 -0.4019
N -1.1152 0.4990 1.1180
N 1.8443 1.1969 -0.6833
C 1.6989 0.1479 0.0767
C -0.3783 -0.1817 0.2532
H -0.7249 1.4876 1.3643
H -1.9640 0.0857 1.4559
H -2.7372 -0.9283 -0.3155
H 1.1623 1.6756 -1.2795
H 2.8604 1.4603 -1.0382
H -0.3611 -1.7531 -1.1785
*
```


5.
Formula: C5H6O4Sm
Source: OMol25
Level of theory: ωB97M-V with the def2-TZVPD basis set

**Relative energy (zero: lowest compared OMol25 entry of this formula, charge and spin)**: 113.5 kcal per mole
**Lowest unoccupied orbital energy (alpha / beta)**: -9.89 / -8.75 eV
**<S²>**: 12.226
**HOMO (alpha / beta)**: -15.2 / -17.5 eV
**Frontier orbital gap (alpha / beta)**: 5.26 / 8.74 eV

Geometry as ORCA input:
```
! RIJCOSX wB97M-V def2-TZVPD def2/J DEFGRID3
* xyz 2 7
Sm 0.2293 -2.3337 -2.7543
O -2.2832 0.9490 0.5070
O -0.5221 -0.2096 -0.1514
O -2.2991 -1.1822 0.8513
O 2.4909 1.8776 0.1530
C 0.3125 -1.5227 -0.2443
C -1.6600 -0.1789 0.3812
C -0.1951 -2.4174 0.8528
C 2.9772 2.5558 0.9141
C -1.6957 -2.5169 0.8558
H 1.3439 -1.1894 -0.0764
H -2.1012 -2.9837 1.7580
H -1.7675 1.6858 0.1462
H 0.2476 -3.4171 0.7659
H -2.0916 -3.0309 -0.0278
H 0.2312 -1.8918 1.7619
*
```


6.
Formula: C43H41F12N6O3SSeV
Source: OMol25
Level of theory: ωB97M-V with the def2-TZVPD basis set

**Relative energy (zero: lowest compared OMol25 entry of this formula, charge and spin)**: 20.6 kcal per mole
**Lowest unoccupied orbital energy (alpha / beta)**: 3.61 / 3.61 eV
**<S²>**: 2.012
**HOMO (alpha / beta)**: -1.3 / -1.5 eV
**Frontier orbital gap (alpha / beta)**: 4.90 / 5.13 eV

Geometry as ORCA input:
```
! RIJCOSX wB97M-V def2-TZVPD def2/J DEFGRID3
* xyz -2 3
Se -2.0429 -2.1184 1.0575
V 0.9585 1.1600 -1.4448
S 1.9808 1.0406 1.0250
F -1.2060 1.2941 2.1643
F -1.9356 3.5283 -2.0381
F -2.9950 4.0497 -0.2498
F -1.6636 2.2802 -5.6056
F -1.4558 0.1471 -5.3081
F 1.2025 -0.5004 -5.3459
F -2.7542 2.7819 1.9608
F -3.3567 2.1461 -1.2154
F -1.9909 1.4167 -3.6606
F -2.9480 0.9007 0.9550
F 2.3874 1.2736 -5.5725
F 0.5880 1.0223 -6.7396
O 2.8328 1.3715 -1.9924
O -0.7245 1.2457 -0.5324
O 0.4802 0.7530 -3.2401
N -1.8256 -4.6790 2.3021
N -1.8489 -3.0155 3.7376
N 1.1732 -1.1278 2.3946
N 1.4870 -0.7678 -1.0724
N 1.1367 -1.4133 0.1385
N 0.6739 3.1377 -1.8388
C 1.0001 5.7973 -4.3893
C 0.9044 5.1596 -3.1701
C 0.8734 5.6128 3.3219
C 1.3742 -0.5933 1.1220
C 0.8220 5.0005 1.9445
C 0.6994 -4.8940 0.7433
C 0.6718 3.0236 -4.2725
C 0.7703 3.7182 -5.4741
C -0.2489 3.4808 0.3683
C 3.1399 -0.8502 -2.8275
C 4.5976 0.9686 -3.4871
C 0.3067 1.5146 -4.3507
C -2.0516 1.8389 1.2818
C 0.7210 3.8086 -0.6177
C -1.5218 -4.4002 5.8238
C -1.6874 -5.2356 3.5589
C -0.3865 -5.9841 0.7596
C 1.7866 5.2825 0.9912
C 1.7399 4.6942 -0.2633
C -1.7760 -5.4279 1.0560
C -1.3826 -5.7186 6.2505
C -4.0964 -0.6413 4.4692
C -1.4153 -6.7761 5.3426
C -2.3897 3.0234 -0.9007
C -1.2171 1.3512 -4.7367
C -1.7378 -1.6701 4.3035
C -4.9103 -1.6317 3.6409
C 3.8626 -1.6911 -3.6755
C -1.2805 2.3703 0.0219
C -1.6870 -4.1784 4.4719
C 1.4084 -4.6807 2.0767
C 0.7861 3.7525 -3.0419
C -0.1754 4.0881 1.6115
C 1.0487 5.7630 -6.9277
C 4.9148 -1.2323 -4.4400
C 0.9617 5.0880 -5.5817
C 1.1322 0.8178 -5.5058
C 3.4723 0.5323 -2.7439
C 2.2345 -1.4491 -1.8461
C -1.9129 -3.3032 2.3859
C 5.2824 0.1168 -4.3201
C -1.5664 -6.5446 3.9776
C -2.9129 -1.2745 5.2004
H 1.0925 4.8602 4.0852
H -0.1254 -6.7774 1.4685
H -1.2485 -5.9238 7.3048
H -2.5410 -6.2088 1.0944
H -2.5247 -0.5646 5.9357
H -1.5846 -7.3634 3.2701
H 2.2524 -3.9998 1.9522
H 1.7901 -5.6239 2.4816
H 1.2643 6.8277 -6.8118
H 5.4507 -1.8996 -5.1030
H 4.8590 2.0171 -3.4077
H 2.5289 4.8749 -0.9820
H 1.6493 6.3790 3.3812
H -0.0782 6.0792 3.5918
H 1.6643 -0.6188 3.1111
H -1.6356 -0.9931 3.4559
H 0.2680 -3.9444 0.4131
H 0.8974 5.7579 -2.2705
H -0.8011 -1.6289 4.8614
H 2.6047 5.9544 1.2382
H -5.7916 -1.1503 3.2117
H -4.3258 -2.0272 2.8086
H 0.1150 5.6781 -7.4932
H -5.2490 -2.4708 4.2594
H -0.4444 -6.4545 -0.2260
H 2.3556 -2.5090 -1.6126
H 3.5790 -2.7396 -3.7211
H -1.3157 -7.7927 5.7008
H 1.2521 -2.1317 2.4364
H 0.7462 -4.2519 2.8348
H 0.6667 3.1641 -6.3984
H -4.7473 -0.1700 5.2116
H -3.2659 -2.1481 5.7614
H -1.4948 -3.5772 6.5263
H 1.8377 5.3327 -7.5515
H -3.7248 0.1570 3.8195
H 1.1009 6.8805 -4.4104
H 1.4493 -5.1612 -0.0049
H -0.9011 3.8398 2.3740
H -2.0504 -4.7229 0.2726
H 6.1178 0.4974 -4.8994
*
```


no.,largest force on an atom (hartree/bohr)
1,0.02865
2,0.04996
3,0.01422
4,0.08216
5,0.04458
6,0.02298